DFT (ωB97M-V with the def2-TZVPD basis set) results for a 3-piece molecular cluster, C16H43O9P3S overall at a distorted geometry.

Element x y z (Å)
C (-2.70, 2.59, -1.97)
C (-4.17, 2.30, -2.39)
C (-4.96, 3.62, -2.36)
C (-4.57, 4.58, -3.51)
P (-6.80, 3.50, -2.28)
O (-6.91, 5.01, -1.41)
S (-7.03, 1.67, -3.54)
H (-2.01, 2.32, -2.77)
H (-2.55, 3.64, -1.70)
H (-2.41, 1.98, -1.11)
H (-4.60, 1.62, -1.65)
H (-4.14, 1.87, -3.39)
H (-4.67, 4.12, -1.43)
H (-4.56, 5.60, -3.12)
H (-5.30, 4.55, -4.33)
H (-3.56, 4.37, -3.86)
H (-7.54, 4.15, -3.27)
H (-7.45, 2.89, -1.21)
H (-7.04, 4.86, -0.47)
H (-7.47, 0.77, -2.64)
C (-1.49, 4.18, 2.41)
C (-0.86, 3.08, 1.58)
O (0.16, 2.37, 2.28)
P (-0.23, 1.42, 3.51)
O (-1.10, 0.32, 3.08)
O (1.21, 0.76, 3.81)
C (1.41, -0.66, 3.81)
C (1.96, -1.13, 2.48)
O (-0.23, 2.45, 4.70)
C (0.29, 2.16, 6.01)
C (1.69, 2.71, 6.16)
H (-2.05, 3.77, 3.25)
H (-2.17, 4.77, 1.80)
H (-0.72, 4.84, 2.82)
H (-1.62, 2.38, 1.23)
H (-0.38, 3.52, 0.70)
H (0.49, -1.18, 4.07)
H (2.13, -0.86, 4.61)
H (1.35, -0.78, 1.65)
H (2.00, -2.22, 2.45)
H (2.97, -0.74, 2.33)
H (0.25, 1.09, 6.21)
H (-0.38, 2.65, 6.72)
H (2.36, 2.31, 5.41)
H (2.07, 2.47, 7.15)
H (1.68, 3.80, 6.04)
C (3.45, -7.52, -1.03)
C (4.55, -6.54, -0.65)
O (4.50, -5.32, -1.40)
P (3.30, -4.29, -1.16)
O (3.31, -3.76, 0.21)
O (3.84, -3.08, -2.09)
C (4.00, -1.76, -1.57)
C (5.42, -1.52, -1.11)
O (2.21, -4.86, -2.15)
C (1.37, -4.01, -2.96)
C (1.92, -3.93, -4.37)
H (2.47, -7.14, -0.75)
H (3.60, -8.47, -0.53)
H (3.44, -7.68, -2.11)
H (4.52, -6.32, 0.42)
H (5.53, -6.98, -0.86)
H (3.30, -1.58, -0.76)
H (3.75, -1.08, -2.38)
H (5.74, -2.31, -0.42)
H (5.50, -0.56, -0.60)
H (6.11, -1.53, -1.95)
H (1.25, -3.03, -2.51)
H (0.39, -4.48, -2.98)
H (2.93, -3.53, -4.38)
H (1.28, -3.28, -4.97)
H (1.94, -4.92, -4.83)

As for the HOMO energy: -8.80 eV. Its charge is 0. The calculation puts the total energy at -74422.8082 eV. As for the HOMO-LUMO gap: 0.343 hartree. As for the structure (SMILES): CC[C@@H](C)[PH2](O)S.CCOP(=O)(OCC)OCC.CCOP(=O)(OCC)OCC. The calculation puts the lowest unoccupied orbital energy at 0.522 eV.

Löwdin atomic charge list, values in e, 2 entries:
1. C -0.0991
2. C -0.2978

DFT (ωB97M-V with the def2-TZVPD basis set) results for one molecule with the formula C4H10N2O at a distorted geometry.

Element x y z (Å)
C (-0.37, 0.45, -2.08)
N (0.07, -0.05, -0.79)
C (0.61, -1.40, -0.72)
C (0.23, 0.87, 0.19)
O (0.21, 2.06, -0.07)
C (0.30, 0.44, 1.66)
N (-0.92, -0.22, 2.09)
H (0.36, 1.08, -2.60)
H (-0.67, -0.37, -2.72)
H (-1.19, 1.14, -1.91)
H (-0.18, -2.09, -0.39)
H (1.27, -1.50, 0.15)
H (1.15, -1.69, -1.61)
H (1.16, -0.23, 1.71)
H (0.60, 1.38, 2.12)
H (-1.67, 0.42, 1.86)
H (-0.96, -0.30, 3.10)

As for the HOMO energy: -9.09 eV. Its charge is 0. The calculation puts the total energy at -9337.5588 eV. The value obtained for the energy above the lowest of the compared OMol25 structures with the same formula, charge and spin is 32.95 kcal/mol. As for the HOMO-LUMO gap: 0.368 hartree. As for the structure (SMILES): CN(C)C(=O)CN. The calculation puts the lowest unoccupied orbital energy at 0.937 eV.

Löwdin atomic charge list, values in e, 2 entries:
1. C -0.0520
2. N -0.1508

DFT (ωB97M-V with the def2-TZVPD basis set) results for C58H55N6P2PbSSi as an isolated structure.

Element x y z (Å)
Pb (0.56, 0.68, 0.39)
C (1.89, -2.99, 3.25)
C (1.76, -2.00, 2.27)
N (0.83, -1.07, 2.30)
C (-0.05, -1.07, 3.32)
C (-0.03, -2.03, 4.34)
C (0.99, -3.01, 4.28)
C (-1.00, -1.99, 5.39)
C (-1.93, -1.02, 5.43)
C (-1.97, 0.00, 4.42)
C (-2.89, 1.06, 4.46)
C (-2.85, 2.02, 3.49)
C (-1.89, 1.91, 2.48)
N (-1.02, 0.92, 2.40)
C (-1.04, -0.02, 3.37)
H (2.68, -3.72, 3.17)
H (2.46, -1.97, 1.44)
H (1.05, -3.77, 5.06)
H (-0.96, -2.75, 6.16)
H (-2.66, -0.98, 6.23)
H (-3.61, 1.11, 5.26)
H (-3.52, 2.87, 3.50)
H (-1.83, 2.67, 1.70)
C (-1.40, -0.78, -2.37)
N (-1.48, -2.18, -2.29)
C (-0.31, -2.98, -1.95)
P (1.19, -1.97, -1.58)
C (1.76, -1.41, -3.21)
C (1.31, -1.94, -4.42)
C (1.81, -1.45, -5.62)
C (2.76, -0.43, -5.62)
C (3.21, 0.10, -4.42)
C (2.70, -0.38, -3.22)
C (2.37, -3.26, -1.06)
C (1.99, -4.21, -0.11)
C (2.89, -5.17, 0.32)
C (4.18, -5.18, -0.18)
C (4.57, -4.24, -1.12)
C (3.67, -3.28, -1.57)
C (-2.73, -2.83, -2.40)
C (-3.91, -2.12, -2.65)
C (-5.12, -2.78, -2.75)
C (-5.20, -4.16, -2.60)
C (-4.04, -4.87, -2.34)
C (-2.81, -4.22, -2.24)
P (-1.75, 0.11, -0.73)
C (-2.71, 1.58, -1.09)
C (-3.65, 2.11, -0.21)
C (-4.37, 3.25, -0.55)
C (-4.15, 3.87, -1.78)
C (-3.21, 3.35, -2.66)
C (-2.49, 2.22, -2.32)
C (-2.63, -1.04, 0.32)
C (-1.89, -2.06, 0.93)
C (-2.54, -3.08, 1.60)
C (-3.92, -3.09, 1.68)
C (-4.66, -2.08, 1.08)
C (-4.03, -1.06, 0.39)
H (-2.17, -0.39, -3.03)
H (-0.44, -0.43, -2.76)
H (-0.09, -3.70, -2.74)
H (-0.51, -3.56, -1.05)
H (0.58, -2.74, -4.45)
H (1.47, -1.86, -6.56)
H (3.16, -0.06, -6.56)
H (3.95, 0.89, -4.42)
H (3.03, 0.05, -2.28)
H (0.99, -4.21, 0.30)
H (2.58, -5.92, 1.04)
H (4.88, -5.94, 0.15)
H (5.57, -4.26, -1.53)
H (3.97, -2.58, -2.33)
H (-3.92, -1.05, -2.77)
H (-6.02, -2.21, -2.96)
H (-6.15, -4.67, -2.68)
H (-4.07, -5.94, -2.22)
H (-1.93, -4.82, -2.06)
H (-3.85, 1.63, 0.74)
H (-5.11, 3.64, 0.13)
H (-4.72, 4.75, -2.04)
H (-3.05, 3.82, -3.62)
H (-1.77, 1.83, -3.03)
H (-0.81, -2.06, 0.87)
H (-1.96, -3.87, 2.07)
H (-4.43, -3.89, 2.20)
H (-5.74, -2.11, 1.12)
H (-4.62, -0.32, -0.12)
N (0.32, 5.17, 0.66)
C (0.50, 5.02, 2.02)
C (0.58, 5.94, 3.06)
C (0.83, 5.44, 4.31)
C (1.01, 4.06, 4.53)
C (0.92, 3.15, 3.50)
C (0.65, 3.64, 2.23)
N (0.55, 3.00, 1.00)
C (0.37, 3.95, 0.09)
C (0.38, 3.65, -1.33)
C (0.35, 4.52, -2.38)
S (0.53, 3.67, -3.85)
C (0.65, 2.21, -2.98)
N (0.55, 2.34, -1.68)
H (0.23, 6.05, 0.17)
H (0.47, 7.01, 2.89)
H (0.92, 6.12, 5.15)
H (1.22, 3.71, 5.53)
H (1.06, 2.09, 3.68)
H (0.24, 5.60, -2.37)
H (0.82, 1.27, -3.48)
C (3.80, 3.62, 1.12)
Si (4.02, 2.06, 0.13)
C (4.07, 2.49, -1.69)
C (5.61, 1.22, 0.63)
C (2.75, 0.68, 0.58)
H (4.75, 4.17, 1.09)
H (3.58, 3.43, 2.17)
H (3.04, 4.29, 0.72)
H (4.83, 3.26, -1.82)
H (3.13, 2.90, -2.08)
H (4.37, 1.64, -2.31)
H (6.46, 1.86, 0.39)
H (5.76, 0.27, 0.09)
H (5.64, 1.01, 1.70)
H (2.86, 0.52, 1.65)
H (3.02, -0.25, 0.08)

As for the HOMO energy: -14.27 eV. Its charge is +3. The calculation puts the total energy at -112498.0968 eV. The value obtained for the energy above the lowest of the compared OMol25 structures with the same formula, charge and spin is 28.00 kcal/mol. As for the HOMO-LUMO gap: 0.208 hartree. The calculation puts the lowest unoccupied orbital energy at -8.626 eV.

Löwdin atomic charge list, values in e, 2 entries:
1. Pb 1.2960
2. C -0.0021

DFT (ωB97M-V with the def2-TZVPD basis set) results for a 8-piece molecular cluster, C17H51N3O8 overall at a distorted geometry.

Element x y z (Å)
C (-4.12, 4.72, 0.19)
O (-3.05, 4.46, -0.68)
C (-2.61, 3.11, -0.45)
C (-1.39, 2.91, -1.38)
C (-1.74, 2.96, -2.89)
N (-0.81, 1.59, -1.10)
H (-3.65, 4.79, 1.20)
H (-4.89, 3.93, 0.14)
H (-4.71, 5.51, -0.32)
H (-2.41, 3.01, 0.60)
H (-3.31, 2.37, -0.75)
H (-0.73, 3.70, -1.08)
H (-0.85, 3.15, -3.55)
H (-2.45, 3.79, -2.99)
H (-2.17, 2.06, -3.26)
H (-0.15, 1.29, -1.79)
H (-1.51, 0.84, -1.03)
N (-5.15, -0.41, 1.06)
C (-3.87, -0.66, 0.57)
N (-3.07, -1.56, 1.31)
O (-3.49, -0.08, -0.40)
H (-5.30, -0.64, 1.99)
H (-5.71, 0.29, 0.63)
H (-2.27, -1.96, 0.92)
H (-3.49, -2.18, 1.97)
C (-0.51, 2.41, 3.33)
C (-0.56, 1.52, 2.12)
O (0.63, 1.74, 1.40)
H (-1.24, 2.18, 4.10)
H (-0.48, 3.45, 3.20)
H (0.50, 2.17, 3.73)
H (-1.38, 1.72, 1.47)
H (-0.61, 0.49, 2.49)
H (0.30, 1.66, 0.44)
C (2.56, 4.56, 0.55)
C (2.83, 3.67, 1.72)
O (3.08, 2.37, 1.22)
H (3.46, 4.45, -0.12)
H (2.46, 5.59, 0.95)
H (1.63, 4.31, 0.05)
H (1.98, 3.67, 2.38)
H (3.72, 4.14, 2.22)
H (2.22, 1.92, 1.11)
C (-0.91, -3.70, -3.38)
C (-1.32, -2.39, -3.95)
O (-0.15, -1.93, -4.71)
H (0.07, -3.55, -2.81)
H (-0.77, -4.53, -4.12)
H (-1.62, -4.00, -2.68)
H (-1.62, -1.59, -3.18)
H (-2.20, -2.60, -4.47)
H (-0.39, -1.04, -5.02)
C (4.29, -1.95, 2.80)
C (3.27, -0.96, 2.44)
O (3.56, 0.32, 2.91)
H (5.27, -1.69, 2.48)
H (3.96, -2.87, 2.23)
H (4.25, -2.23, 3.88)
H (2.32, -1.35, 2.74)
H (3.23, -0.89, 1.32)
H (3.30, 1.05, 2.28)
C (1.57, -1.58, -0.87)
C (2.54, -1.33, -1.97)
O (1.98, -0.56, -3.03)
H (1.86, -2.23, -0.03)
H (0.62, -1.82, -1.33)
H (1.30, -0.60, -0.25)
H (2.93, -2.21, -2.38)
H (3.43, -0.80, -1.67)
H (1.31, -1.13, -3.48)
C (1.53, -6.12, -0.17)
C (0.99, -5.70, 1.20)
O (0.80, -4.32, 1.38)
H (2.48, -5.62, -0.29)
H (0.91, -5.75, -1.03)
H (1.58, -7.19, -0.29)
H (1.70, -5.92, 1.97)
H (0.07, -6.32, 1.42)
H (0.18, -3.93, 0.79)

As for the HOMO energy: -8.95 eV. Its charge is 0. The calculation puts the total energy at -39303.7533 eV. The value obtained for the energy above the lowest of the compared OMol25 structures with the same formula, charge and spin is 11.84 kcal/mol. As for the HOMO-LUMO gap: 0.332 hartree. As for the structure (SMILES): COC[C@H](C)N.NC(N)=O.CCO.CCO.CCO.CCO.CCO.CCO. The calculation puts the lowest unoccupied orbital energy at 0.075 eV.

Löwdin atomic charge list, values in e, 2 entries:
1. C -0.1233
2. O -0.1916

DFT (ωB97M-V with the def2-TZVPD basis set) results for a 2-piece molecular cluster, C4H8O2 overall at a distorted geometry.

Element x y z (Å)
C (1.24, -0.59, -2.40)
C (0.93, -0.10, -3.64)
O (1.70, -0.31, -4.71)
H (2.15, -0.35, -1.72)
H (0.54, -1.41, -2.07)
H (0.09, 0.57, -3.77)
H (2.54, -0.56, -4.40)
C (-0.50, 0.26, 3.60)
C (-1.79, 0.08, 3.30)
O (-2.20, 0.55, 2.07)
H (-0.11, 0.10, 4.57)
H (0.29, 0.27, 2.89)
H (-2.60, -0.07, 4.03)
H (-2.29, 1.54, 2.26)

As for the HOMO energy: -7.68 eV. Its charge is 0. The calculation puts the total energy at -8367.6769 eV. The value obtained for the energy above the lowest of the compared OMol25 structures with the same formula, charge and spin is 129.25 kcal/mol. As for the HOMO-LUMO gap: 0.302 hartree. As for the structure (SMILES): C=CO.C=CO. The calculation puts the lowest unoccupied orbital energy at 0.530 eV.

Löwdin atomic charge list, values in e, 2 entries:
1. C -0.0684
2. C -0.2802

DFT (ωB97M-V with the def2-TZVPD basis set) results for C22H19BCoF3N3O2 as an isolated structure at a distorted geometry.

Element x y z (Å)
Co (-0.33, 0.11, 0.40)
O (0.86, -6.42, -0.93)
C (1.43, -5.44, -1.79)
C (1.04, -4.06, -1.29)
C (-0.27, -3.61, -1.39)
C (-0.61, -2.40, -0.79)
N (0.31, -1.69, -0.06)
C (1.48, -2.20, 0.15)
C (1.90, -3.38, -0.45)
C (2.39, -0.27, 1.49)
C (3.37, 0.15, 2.45)
C (3.58, 1.46, 2.65)
C (4.39, 2.07, 3.77)
O (4.67, 1.11, 4.74)
C (2.84, 2.41, 1.86)
C (1.86, 1.96, 1.00)
N (1.58, 0.62, 0.89)
H (1.53, -7.10, -0.75)
H (1.14, -5.63, -2.86)
H (2.54, -5.47, -1.76)
H (-1.04, -4.20, -1.91)
H (-1.51, -1.87, -0.94)
H (2.92, -3.76, -0.37)
H (4.00, -0.61, 2.95)
H (3.81, 2.90, 4.21)
H (5.30, 2.50, 3.30)
H (5.60, 1.26, 5.06)
H (2.95, 3.46, 1.94)
H (1.33, 2.61, 0.24)
B (4.52, -2.97, 2.13)
C (3.09, -2.58, 1.76)
N (2.33, -1.61, 1.09)
H (5.36, -2.22, 2.50)
H (4.84, -4.12, 2.19)
H (2.51, -3.54, 1.75)
F (-6.48, 5.92, -3.63)
C (-6.87, 4.64, -3.19)
F (-7.83, 4.88, -2.20)
F (-7.54, 4.02, -4.20)
C (-5.78, 3.79, -2.63)
C (-6.04, 2.47, -2.24)
C (-5.11, 1.74, -1.55)
C (-3.93, 2.37, -1.17)
C (-3.57, 3.66, -1.67)
C (-4.50, 4.37, -2.33)
C (-2.99, 1.60, -0.45)
C (-2.05, 0.97, 0.02)
H (-7.02, 2.05, -2.45)
H (-5.20, 0.67, -1.31)
H (-2.58, 4.03, -1.40)
H (-4.21, 5.35, -2.81)

As for the HOMO energy (alpha / beta): -7.39 / -6.79 eV. Its charge is 0. The calculation puts the total energy at -78137.8709 eV. Its spin multiplicity is 4. As for the expectation value of S²: 3.786. As for the HOMO-LUMO gap (alpha / beta): 0.268 / 0.172 hartree. The calculation puts the lowest unoccupied orbital energy (alpha / beta) at -0.107 / -2.116 eV.

Löwdin atomic charge list, values in e, 2 entries:
1. Co 0.3880
2. O -0.0516

DFT (ωB97M-V with the def2-TZVPD basis set) results for one molecule with the formula C4H12N2O at a distorted geometry.

Element x y z (Å)
C (0.10, 2.01, 0.94)
O (-0.57, 0.97, 0.39)
C (0.24, 0.24, -0.45)
C (0.11, 0.35, -1.95)
N (-0.25, -1.42, -0.16)
C (0.65, -2.15, 0.69)
N (-1.63, -1.40, 0.38)
H (0.88, 1.64, 1.62)
H (-0.61, 2.75, 1.50)
H (0.80, 2.59, 0.30)
H (1.34, 0.24, -0.22)
H (-0.92, -0.06, -2.35)
H (0.89, -0.38, -2.26)
H (0.32, 1.35, -2.27)
H (0.56, -2.10, 1.76)
H (0.43, -3.28, 0.40)
H (1.66, -2.09, 0.44)
H (-1.75, -0.79, 1.23)
H (-2.24, -1.11, -0.35)

As for the HOMO energy: -8.28 eV. Its charge is 0. The calculation puts the total energy at -9366.9158 eV. The value obtained for the energy above the lowest of the compared OMol25 structures with the same formula, charge and spin is 98.65 kcal/mol. As for the HOMO-LUMO gap: 0.338 hartree. As for the structure (SMILES): CO[C@H](C)N(C)N. The calculation puts the lowest unoccupied orbital energy at 0.925 eV.

Löwdin atomic charge list, values in e, 2 entries:
1. C -0.1574
2. O -0.1671

DFT (ωB97M-V with the def2-TZVPD basis set) results for C8H23NO5Ti as an isolated structure at a distorted geometry.

Element x y z (Å)
Ti (-0.27, -0.11, -0.38)
C (2.84, -1.31, -1.14)
O (1.80, -0.35, -0.70)
C (2.38, 0.59, 0.29)
C (1.53, 1.83, 0.53)
N (0.10, 1.60, 0.76)
C (-0.22, 1.15, 2.10)
C (-0.30, -0.44, 2.10)
O (-1.35, -1.02, 1.34)
C (-2.66, -0.79, 1.90)
H (3.39, -1.65, -0.26)
H (3.54, -0.77, -1.77)
H (2.41, -2.21, -1.58)
H (3.28, 1.05, -0.13)
H (2.70, 0.17, 1.24)
H (1.53, 2.43, -0.38)
H (2.06, 2.51, 1.20)
H (-0.40, 2.46, 0.61)
H (-1.20, 1.50, 2.42)
H (0.49, 1.42, 2.88)
H (-0.25, -0.76, 3.15)
H (0.58, -0.83, 1.59)
H (-2.89, -1.55, 2.65)
H (-3.42, -0.78, 1.12)
H (-2.66, 0.18, 2.41)
C (-0.58, -0.10, -2.42)
C (-1.96, 0.37, -1.93)
O (-2.15, 0.24, -0.57)
O (0.48, 0.68, -1.90)
H (-0.50, 0.03, -3.50)
H (-0.28, -1.13, -2.24)
H (-2.68, -0.19, -2.54)
H (-2.11, 1.39, -2.28)
H (-3.06, 0.42, -0.35)
H (1.25, 0.48, -2.44)
O (-0.33, -1.80, -0.67)
H (-0.14, -2.60, -1.17)
H (-0.90, -2.09, 0.04)

As for the HOMO energy (alpha / beta): -6.00 / -13.55 eV. Its charge is +1. The calculation puts the total energy at -43495.7568 eV. Its spin multiplicity is 4. The value obtained for the energy above the lowest of the compared OMol25 structures with the same formula, charge and spin is 185.29 kcal/mol. As for the expectation value of S²: 3.754. As for the HOMO-LUMO gap (alpha / beta): 0.119 / 0.391 hartree. The calculation puts the lowest unoccupied orbital energy (alpha / beta) at -2.762 / -2.903 eV.

Löwdin atomic charge list, values in e, 2 entries:
1. Ti 0.5016
2. C -0.0051